{
  "formula": "C5H12O2",
  "method": "wB97M-V/def2-TZVPD",
  "species": ["C", "O", "C", "C", "O", "H", "H", "H", "H", "H", "H", "H", "H", "C", "C", "H", "H", "H", "H"],
  "coordinates": [[0.92830, 2.40534, -1.96510], [0.22796, 1.87137, -0.86749], [-0.62181, 0.82165, -1.23627], [-1.38163, 0.35082, -0.01368], [-2.20904, -0.52607, -0.06355], [0.23877, 2.83472, -2.70870], [1.54570, 1.64108, -2.46282], [1.57626, 3.19593, -1.58149], [-0.06435, -0.03452, -1.65407], [-1.35448, 1.13838, -1.99829], [-1.13043, 0.87477, 0.92942], [1.37554, -0.29942, 0.99576], [1.43565, 0.36462, 0.66380], [0.52530, -2.62602, 1.95793], [-0.69657, -2.71040, 1.44355], [1.41041, -2.88513, 1.38085], [0.69337, -2.28836, 2.97791], [-1.58194, -2.44129, 2.01387], [-0.87042, -3.03911, 0.42190]],
  "e_tot_ev": -9471.6546,
  "homo_ev": -9.96
}